Formula: C32H22N4S3Ti
Source: the OMol25 dataset
Level of theory: ωB97M-V/def2-TZVPD

- molar mass (g/mol) = 606.62
- energy relative to the best compared isomer or geometry (same formula, charge and spin) (kJ/mol) = 0.00
- maximum force (eV/A) = 3.21
- total charge = -1
- spin multiplicity = 2
- expectation value of S² = 0.757
- orbital gap (spin up / spin down) (eV) = 6.002 / 6.806

Each line ends with the natural charge from an NBO analysis.
Element x y z (Å)
Ti (1.291284, -0.002067, 0.752776)  1.1601
S (3.723387, 0.596675, 1.223745)  -0.1789
C (2.958085, 1.881213, 2.043858)  -0.1863
C (3.551593, 2.172416, 3.334267)  -0.1595
C (3.155819, 3.239418, 4.101585)  -0.1537
C (3.792687, 3.599329, 5.340588)  0.3045
N (4.345584, 3.932316, 6.296786)  -0.3325
C (2.047952, 4.015175, 3.623581)  -0.1936
C (1.504549, 3.731858, 2.354766)  -0.0866
C (1.840907, 2.625290, 1.638850)  -0.2297
S (0.940327, 2.244746, 0.156073)  -0.2466
C (1.620778, 5.217488, 4.273930)  0.2868
N (1.282124, 6.163263, 4.831570)  -0.3431
H (4.307492, 1.506338, 3.740705)  0.2314
H (0.712703, 4.373009, 2.046067)  0.2199
C (-3.826343, 0.839830, -4.818850)  -0.6100
C (-2.737115, 0.040978, -4.055479)  -0.0788
C (-2.931423, -1.471794, -4.454749)  -0.6046
C (-1.237513, 0.500920, -4.502743)  -0.5991
C (-2.859419, 0.261200, -2.578584)  0.0728
C (-3.835907, 1.076019, -1.968901)  -0.1886
C (-3.901503, 1.243333, -0.625085)  -0.2374
C (-2.911387, 0.702658, 0.253591)  -0.1680
S (-2.749792, 0.559426, 2.054884)  0.3618
C (-1.270642, -0.380734, 1.880166)  0.1607
N (-0.882295, -0.524916, 0.619775)  -0.5205
C (-1.859334, -0.053486, -0.295243)  0.1246
C (-1.921148, -0.362540, -1.677997)  -0.2349
C (-0.333607, -0.697502, 2.955165)  -0.1729
C (-0.652146, -1.019828, 4.291105)  -0.1764
C (0.386374, -1.536715, 5.146801)  -0.2361
C (1.685773, -1.679917, 4.709593)  -0.2243
C (1.965595, -1.390149, 3.333765)  -0.1312
C (0.965817, -0.887354, 2.494823)  -0.4587
H (-3.780870, 0.652761, -5.883544)  0.2111
H (-3.715882, 1.908951, -4.563491)  0.2081
H (-4.747464, 0.491871, -4.422608)  0.2045
H (-3.171019, -1.590570, -5.498316)  0.2065
H (-3.769903, -1.820426, -3.867815)  0.2083
H (-2.060058, -2.055671, -4.180953)  0.2126
H (-1.153465, 0.441558, -5.583041)  0.2013
H (-0.488645, -0.195212, -4.080206)  0.2109
H (-1.097848, 1.556377, -4.180026)  0.2168
H (-4.557653, 1.620804, -2.580685)  0.2062
H (-4.706354, 1.808827, -0.152205)  0.2160
H (-1.381941, -1.170737, -2.021796)  0.2208
H (-1.716674, -0.990063, 4.646706)  0.2078
H (0.166132, -1.853046, 6.177098)  0.2067
H (2.429863, -1.922105, 5.488941)  0.2110
H (2.889925, -1.754471, 2.911861)  0.2050
N (1.968517, -5.593906, -3.808952)  -0.3504
C (2.148650, -4.734945, -3.066179)  0.2927
C (2.124635, -3.579243, -2.271790)  -0.2230
C (2.336354, -3.760575, -0.905523)  -0.1499
C (2.118281, -2.711933, -0.012445)  -0.2206
C (1.784125, -1.473268, -0.495439)  -0.3403
C (1.483211, -1.229012, -1.863415)  -0.2453
C (1.587741, -2.317999, -2.743948)  -0.1517
H (2.522522, -4.763634, -0.504421)  0.2115
H (2.156522, -2.892976, 1.061421)  0.2180
H (1.135996, -0.283170, -2.257068)  0.2222
H (1.326018, -2.304079, -3.863366)  0.2126

Cartesian forces, eV/Å:
0.67 1.31 -0.40
-0.40 -0.88 -1.18
1.06 0.21 2.39
-0.41 -0.06 -0.51
-1.39 0.61 -0.26
0.30 0.00 0.17
-0.28 -0.21 -0.34
0.85 0.12 -1.11
-0.26 0.77 2.66
0.52 -0.78 -1.47
-0.28 0.72 -0.10
0.18 -0.40 0.23
-0.13 0.26 0.03
0.04 0.12 -0.39
-0.50 0.27 -0.44
1.63 0.35 0.92
1.32 -0.29 -1.83
0.10 1.18 1.20
-1.71 -0.14 0.67
1.13 -0.67 2.58
0.29 0.11 -1.52
0.44 0.00 3.18
0.17 -0.67 -0.14
-0.16 0.09 -1.05
-0.22 1.38 -1.19
-1.21 0.00 -0.04
-0.35 -0.01 -0.35
-2.05 2.04 0.18
-0.22 -0.80 1.50
0.01 -0.81 0.70
-1.97 0.87 -0.27
0.39 0.59 -1.22
-0.81 -0.98 1.88
0.87 -0.75 1.14
0.08 0.14 -0.20
-0.16 -0.33 -0.49
-1.18 -0.18 0.06
0.13 0.03 -0.44
-0.31 -0.40 0.05
0.14 -0.19 -0.07
-0.05 0.05 -0.25
-0.35 0.59 0.04
0.23 -0.78 -0.13
0.15 -0.30 0.24
0.13 -0.06 -0.36
1.74 -1.28 -0.81
1.16 0.04 -0.24
-0.17 0.41 -0.51
-0.16 -0.27 -0.91
0.43 0.62 0.03
0.36 -0.45 -0.03
-0.61 -0.19 -1.35
-0.93 1.95 1.30
-0.27 -0.27 0.54
0.29 -0.86 -0.58
-0.40 0.63 -1.50
0.63 -2.41 -0.32
0.70 -0.93 -1.21
0.22 0.34 -0.35
0.21 0.03 -0.27
0.03 0.19 0.26
0.36 0.32 1.83